Record 1
Below is a structure of composition C39H45AsCrN2O4PS at a distorted geometry, with properties calculated with ωB97M-V with the def2-TZVPD basis set.

Values from the calculation:
- E_HOMO (spin up / spin down): -0.4556 / -0.4556 Eh
- E: -161710.8107 eV
- Net charge: +2
- ⟨S²⟩: 0.762
- 2S+1: 2

Geometry as XYZ:
```
94
Properties=species:S:1:pos:R:3:forces:R:3
Cr -2.14541 -0.54021 0.36464 -1.00 -0.95 0.55
C -2.59088 -1.98428 -1.91701 0.07 0.15 0.27
C -3.79713 -1.04024 -1.77812 0.27 0.20 0.16
O -3.33227 0.12958 -0.99246 -0.32 -0.16 0.35
C -4.22037 1.14319 -0.38035 0.12 -0.17 -0.08
C -3.87459 1.43513 1.12080 0.19 0.01 -0.15
O -2.50512 1.00627 1.47515 -0.26 -0.15 0.04
C -2.23399 0.56502 2.86709 0.08 0.00 -0.28
C -1.33146 -0.72354 2.98064 0.09 0.13 -0.22
O -0.97517 -1.31263 1.67060 -0.23 0.02 0.17
C -0.93190 -2.76407 1.43575 -0.05 0.17 -0.06
C -0.95543 -2.97483 -0.08221 -0.09 0.19 -0.05
O -2.12236 -2.23932 -0.55457 0.36 -0.04 -0.32
H -1.78573 -1.52517 -2.49360 0.02 0.00 -0.01
H -2.90815 -2.90517 -2.39618 -0.03 -0.16 0.01
H -4.60732 -1.52241 -1.24068 -0.09 -0.01 0.11
H -4.12016 -0.71222 -2.76090 0.01 0.13 -0.11
H -5.24925 0.79214 -0.43193 -0.02 -0.09 0.01
H -4.10713 2.03764 -0.97939 0.06 0.09 -0.14
H -4.56278 0.89855 1.76100 -0.01 -0.07 0.13
H -3.96049 2.50378 1.29458 0.12 0.12 -0.02
H -3.18689 0.35943 3.34391 -0.12 -0.03 -0.05
H -1.73925 1.39425 3.36163 0.06 0.11 -0.01
H -1.88700 -1.46755 3.53901 -0.07 -0.16 0.03
H -0.39696 -0.47077 3.46851 0.16 0.05 -0.02
H -1.79336 -3.21934 1.91549 0.00 0.03 0.02
H -0.01296 -3.17501 1.84745 0.11 0.03 0.04
H -1.04805 -4.03380 -0.30336 -0.08 -0.12 -0.05
H -0.05914 -2.57634 -0.55784 0.06 0.03 -0.07
C -2.58984 -4.00765 5.57690 -0.04 0.01 -0.08
C -3.53025 -3.96985 4.40831 0.09 0.07 0.06
C -4.50760 -4.93231 4.21530 -0.01 -0.08 0.08
C -5.30068 -4.81380 3.08986 -0.06 0.11 -0.19
N -5.16672 -3.81197 2.21641 0.04 -0.03 0.20
C -4.23070 -2.91532 2.50694 0.15 -0.27 -0.18
S -4.19654 -1.52783 1.39564 0.20 0.39 0.03
N -3.38825 -2.95342 3.53948 -0.23 -0.11 0.05
H -2.88822 -4.75790 6.30690 0.01 0.03 -0.04
H -2.55926 -3.03294 6.06309 0.00 0.00 0.01
H -1.57856 -4.24475 5.23858 -0.01 0.01 0.00
H -4.64000 -5.74815 4.91475 0.01 0.07 -0.06
H -6.07130 -5.54391 2.86642 0.03 0.04 0.00
C 0.86084 0.03551 -1.85173 -0.26 0.06 0.08
C 1.81872 1.05750 -2.44467 0.01 -0.01 0.00
As 3.24609 0.09512 -3.42415 0.09 0.06 -0.10
C 4.48052 1.59406 -3.57653 0.03 0.05 -0.01
C 4.06263 2.91947 -3.65548 0.06 0.02 -0.05
C 4.99616 3.94289 -3.79688 -0.09 -0.04 0.01
C 6.34838 3.64691 -3.86279 0.03 0.00 -0.01
C 6.76966 2.32470 -3.79483 0.00 -0.04 0.01
C 5.84032 1.30370 -3.65526 0.06 0.08 -0.03
C 4.02149 -0.71928 -1.82783 0.07 0.00 0.10
C 4.14002 -2.10556 -1.77818 -0.02 0.02 0.12
C 4.70627 -2.72600 -0.66719 -0.02 0.00 0.01
C 5.16191 -1.95987 0.39690 -0.01 0.00 -0.01
C 5.04963 -0.57291 0.35323 -0.04 0.01 -0.05
C 4.47877 0.04501 -0.75201 0.07 -0.10 0.02
P -0.30532 0.75096 -0.62086 0.56 0.45 -0.10
C 0.81773 1.35127 0.67946 0.01 -0.08 -0.01
C 1.11612 2.69667 0.89659 0.06 -0.03 -0.02
C 2.04474 3.05666 1.86467 -0.01 0.03 0.01
C 2.68850 2.08423 2.61654 0.02 -0.03 0.00
C 2.42132 0.74019 2.38453 -0.01 0.05 -0.03
C 1.49389 0.37599 1.42095 0.01 0.07 0.00
C -1.14214 2.15181 -1.40539 0.02 -0.01 0.01
C -1.64585 3.21613 -0.65581 -0.06 0.02 -0.01
C -2.35465 4.23740 -1.27673 -0.01 -0.01 0.01
C -2.59007 4.19037 -2.64410 0.02 -0.04 -0.07
C -2.12452 3.11204 -3.39190 -0.05 0.05 0.04
C -1.40644 2.09791 -2.77547 0.03 0.02 -0.05
H 1.42477 -0.71926 -1.29346 -0.01 -0.05 0.03
H 0.30492 -0.49302 -2.63062 0.00 -0.01 -0.01
H 2.28430 1.66638 -1.66963 -0.01 0.01 0.06
H 1.31860 1.72269 -3.14462 -0.10 0.03 0.00
H 3.00948 3.17394 -3.62531 0.01 0.00 0.03
H 4.66272 4.97226 -3.85947 0.01 -0.06 0.00
H 7.07375 4.44364 -3.97622 -0.04 -0.05 0.01
H 7.82511 2.08798 -3.85362 -0.05 0.00 0.00
H 6.18051 0.27550 -3.60424 0.02 0.00 0.01
H 3.80625 -2.70471 -2.61787 0.02 -0.01 -0.01
H 4.81227 -3.80435 -0.64503 0.00 0.05 0.00
H 5.62486 -2.44056 1.25141 -0.02 0.03 -0.05
H 5.42958 0.02857 1.17216 -0.03 -0.04 -0.05
H 4.42824 1.12936 -0.79235 0.00 -0.04 -0.01
H 0.66242 3.47122 0.29596 -0.01 -0.01 -0.01
H 2.27208 4.10487 2.02102 -0.01 -0.08 -0.01
H 3.41494 2.37271 3.36694 -0.05 -0.02 -0.04
H 2.94931 -0.02537 2.93937 -0.02 0.02 -0.02
H 1.31863 -0.67620 1.23277 0.02 0.02 -0.01
H -1.49874 3.25111 0.41606 0.05 0.02 -0.02
H -2.72197 5.07223 -0.69029 0.03 -0.05 -0.04
H -3.13149 4.99389 -3.12947 0.02 -0.06 0.03
H -2.31262 3.06683 -4.45804 0.02 0.02 0.06
H -1.04401 1.26915 -3.37679 0.00 0.08 0.04
```
Forces are in eV/Å.

How is the electron density shared among the atoms? According to Mulliken, the charges in e are: atom 1 (Cr): -1.84, atom 2 (C): -0.32, atom 3 (C): -0.62, atom 4 (O): 0.27, atom 5 (C): -0.47, atom 6 (C): -1.02, atom 7 (O): -0.43, atom 8 (C): -0.68, atom 9 (C): -0.01, atom 10 (O): 0.20, atom 11 (C): -0.30, atom 12 (C): -0.40, atom 13 (O): 0.29, atom 14 (H): 0.08, atom 15 (H): 0.65, atom 16 (H): 0.39, atom 17 (H): 0.55, atom 18 (H): 0.50, atom 19 (H): 0.39, atom 20 (H): 0.65, atom 21 (H): 0.58, atom 22 (H): 0.46, atom 23 (H): 0.45, atom 24 (H): 0.06, atom 25 (H): 0.51, atom 26 (H): 0.10, atom 27 (H): 0.55, atom 28 (H): 0.63, atom 29 (H): 0.10, atom 30 (C): -1.23, atom 31 (C): 0.89, atom 32 (C): -0.86, atom 33 (C): -0.31, atom 34 (N): -0.54, atom 35 (C): 0.53, atom 36 (S): -0.09, atom 37 (N): -0.25, atom 38 (H): 0.42, atom 39 (H): 0.30, atom 40 (H): 0.25, atom 41 (H): 0.42, atom 42 (H): 0.45, atom 43 (C): -1.35, atom 44 (C): -1.13, atom 45 (As): 0.20, atom 46 (C): 0.31, atom 47 (C): 0.01, atom 48 (C): -0.69, atom 49 (C): -0.46, atom 50 (C): -0.64, atom 51 (C): -0.45, atom 52 (C): 0.08, atom 53 (C): -0.41, atom 54 (C): -0.67, atom 55 (C): -0.52, atom 56 (C): -0.78, atom 57 (C): 0.07, atom 58 (P): 1.31, atom 59 (C): 1.36, atom 60 (C): -0.58, atom 61 (C): -0.96, atom 62 (C): -0.81, atom 63 (C): -0.71, atom 64 (C): -1.16, atom 65 (C): 1.06, atom 66 (C): -0.51, atom 67 (C): -1.11, atom 68 (C): -0.77, atom 69 (C): -0.89, atom 70 (C): -0.90, atom 71 (H): 0.47, atom 72 (H): 0.96, atom 73 (H): 0.64, atom 74 (H): 0.72, atom 75 (H): 0.32, atom 76 (H): 0.39, atom 77 (H): 0.39, atom 78 (H): 0.39, atom 79 (H): 0.40, atom 80 (H): 0.41, atom 81 (H): 0.48, atom 82 (H): 0.45, atom 83 (H): 0.50, atom 84 (H): 0.42, atom 85 (H): 0.66, atom 86 (H): 0.47, atom 87 (H): 0.45, atom 88 (H): 0.53, atom 89 (H): 0.37, atom 90 (H): 0.52, atom 91 (H): 0.49, atom 92 (H): 0.45, atom 93 (H): 0.49, atom 94 (H): 0.42

Record 2
Below is a structure of composition C39H45Cl3N9ORu, with properties calculated with ωB97M-V with the def2-TZVPD basis set.

Values from the calculation:
- E_HOMO (spin up / spin down): -0.5664 / -0.6173 Eh
- E: -96753.4196 eV
- Net charge: +3
- ⟨S²⟩: 6.072
- 2S+1: 5
- Relative energy (zero: lowest compared OMol25 entry of this formula, charge and spin): 0.0 kJ/mol

Geometry as XYZ:
```
98
Properties=species:S:1:pos:R:3:forces:R:3
Ru -1.37792 -1.32326 -0.44268 0.17 0.34 0.37
C -1.37664 0.56653 -1.57967 0.09 -0.01 -0.13
C -1.96616 1.26565 -0.43667 0.11 -0.05 0.12
C -3.22996 0.67234 -0.19666 0.05 0.11 0.11
C -3.31285 -0.45744 -1.11184 -0.22 -0.03 -0.20
C -2.31323 -0.35007 -2.12260 -0.15 -0.04 -0.13
C -2.29405 -1.03370 -3.48918 0.02 0.11 0.02
C -1.66643 -2.43122 -3.43617 0.00 -0.06 0.10
C -3.73614 -1.16359 -3.98794 -0.03 0.03 -0.06
C -1.48985 -0.15583 -4.45432 0.00 -0.04 -0.01
C -4.50327 1.16994 0.51320 0.08 -0.18 -0.13
C -4.45184 1.43593 2.02068 0.00 0.02 0.11
C -4.88136 2.46455 -0.23792 -0.06 0.03 -0.03
C -5.65373 0.17399 0.29466 0.01 0.00 0.03
C -1.21248 2.48012 0.09904 -0.04 -0.10 -0.03
C 0.28051 2.14112 0.29303 0.01 0.01 -0.02
C -1.33671 3.56174 -0.99673 0.00 0.00 0.00
C -1.69197 3.06260 1.42614 0.10 0.11 -0.01
H -0.50724 0.93054 -2.10550 0.00 -0.04 0.02
H -4.17885 -1.09353 -1.19170 0.02 -0.01 0.01
H -2.26232 -3.11750 -2.82984 0.00 0.01 0.00
H -0.64632 -2.40778 -3.04190 0.01 -0.01 -0.01
H -1.61292 -2.85472 -4.43934 -0.02 0.02 -0.03
H -4.32295 -1.84348 -3.36845 0.01 -0.01 0.01
H -3.72990 -1.56650 -5.00062 -0.03 -0.01 -0.01
H -4.24304 -0.19843 -4.01557 0.02 0.02 0.00
H -0.42978 -0.12669 -4.19001 0.02 0.00 0.01
H -1.86618 0.86694 -4.47597 -0.02 0.01 -0.01
H -1.56165 -0.56048 -5.46334 0.01 -0.01 -0.01
H -3.60963 2.03619 2.34897 -0.15 -0.14 0.00
H -4.47592 0.50442 2.58982 -0.06 0.01 -0.01
H -5.35944 1.97381 2.29441 -0.01 0.01 0.00
H -4.20520 3.28892 -0.02886 0.06 0.02 0.04
H -5.88173 2.76684 0.07323 0.00 0.01 0.01
H -4.90566 2.30812 -1.31794 0.00 -0.02 -0.01
H -5.44097 -0.80510 0.72936 0.03 -0.02 0.01
H -5.90628 0.04640 -0.75814 -0.02 0.04 -0.01
H -6.54031 0.56185 0.79420 -0.02 -0.01 -0.01
H 0.70454 1.54422 -0.51492 0.00 0.04 -0.02
H 0.43582 1.60690 1.23183 -0.01 -0.04 0.01
H 0.84542 3.07251 0.34700 -0.01 0.01 0.02
H -0.85364 3.26082 -1.92698 0.00 -0.02 -0.01
H -0.85567 4.47702 -0.65203 0.01 0.01 0.01
H -2.37883 3.79253 -1.21489 0.00 0.00 0.00
H -1.62927 2.33917 2.23895 0.02 0.01 -0.03
H -2.69873 3.46659 1.38594 0.02 0.03 -0.08
H -1.03082 3.89203 1.68268 0.00 0.01 0.01
C 3.86310 -2.84538 -2.18873 -0.12 -0.06 0.08
N 2.63462 -2.71149 -1.39759 0.08 -0.10 0.12
C 1.60376 -1.89641 -1.57634 -0.16 0.11 -0.06
N 0.68722 -2.12274 -0.63805 -0.01 0.04 -0.01
C 1.24576 -3.12046 0.11078 0.00 -0.07 0.00
N 2.42437 -3.49289 -0.31108 0.04 0.09 -0.10
C 4.79868 -1.66725 -2.03985 0.08 -0.02 -0.06
C 5.75526 -1.41383 -3.03696 0.01 -0.01 -0.02
C 6.67110 -0.37513 -2.92413 -0.02 0.03 0.07
C 6.64213 0.45478 -1.81891 -0.04 -0.05 -0.02
C 5.68277 0.21176 -0.81921 0.04 -0.01 -0.06
C 4.77509 -0.86235 -0.93109 -0.01 0.04 0.03
C 5.59147 1.06748 0.30112 0.11 0.12 0.05
N 6.27966 2.18955 0.58474 -0.06 -0.03 0.02
N 5.79121 2.68021 1.70161 -0.03 -0.05 -0.03
C 4.80965 1.85542 2.11042 0.15 0.09 -0.04
O 4.67258 0.82966 1.25119 -0.15 -0.15 -0.01
C 3.94970 1.94788 3.22612 0.00 0.07 0.07
C 3.98963 3.06629 4.08268 -0.04 -0.06 0.00
C 3.08603 3.13360 5.12373 0.02 -0.04 -0.04
C 2.15760 2.11115 5.31242 -0.03 0.00 0.00
C 2.12245 0.98660 4.47611 0.02 0.03 0.06
C 1.15276 -0.14634 4.71335 -0.12 -0.07 -0.03
N 0.18476 -0.31776 3.61964 -0.11 0.06 0.11
C 0.34845 -0.80970 2.39799 0.02 -0.14 -0.12
N -0.81113 -0.79124 1.74596 0.04 0.03 0.07
C -1.66934 -0.26662 2.66557 -0.09 -0.05 0.02
N -1.10755 0.03469 3.80432 0.14 -0.02 0.00
C 3.02826 0.90773 3.44817 0.02 0.02 -0.04
H 3.58552 -3.00070 -3.23086 0.02 0.04 0.00
H 4.33131 -3.76263 -1.83008 0.01 0.02 -0.03
H 1.53690 -1.17818 -2.37752 -0.02 0.02 -0.01
H 0.76417 -3.56590 0.96648 0.01 -0.02 0.00
H 5.78618 -2.04286 -3.91873 0.00 -0.02 -0.01
H 7.39939 -0.21359 -3.70569 0.01 0.01 -0.01
H 7.33464 1.27865 -1.71484 0.01 0.02 0.01
H 4.06366 -1.04024 -0.13609 0.00 0.00 0.02
H 4.71568 3.84955 3.91368 0.01 0.02 -0.01
H 3.09499 3.97999 5.79536 0.00 0.01 0.01
H 1.45422 2.18425 6.13281 -0.01 0.00 0.02
H 0.54876 0.02074 5.60205 0.03 0.01 -0.01
H 1.68206 -1.09111 4.84048 0.02 0.02 0.00
H 1.28573 -1.18058 2.02146 0.01 0.01 -0.04
H -2.71695 -0.12097 2.48281 0.03 0.00 -0.01
H 3.05995 0.03752 2.80748 0.01 -0.01 -0.01
Cl -1.69236 -6.64937 1.13885 0.01 -0.13 0.09
C -2.20068 -5.93306 -0.37960 0.08 0.49 -0.01
Cl -3.87165 -6.28256 -0.76176 -0.07 -0.06 0.00
Cl -1.12006 -6.37460 -1.70356 0.02 -0.05 -0.04
C -2.06699 -4.46246 -0.21201 -0.25 -0.08 0.18
N -1.97296 -3.33008 -0.05953 0.28 -0.29 -0.21
```
Forces are in eV/Å.

How is the electron density shared among the atoms? According to Mulliken, the charges in e are: atom 1 (Ru): 1.36, atom 2 (C): -1.09, atom 3 (C): 1.05, atom 4 (C): 0.87, atom 5 (C): -0.30, atom 6 (C): -1.98, atom 7 (C): 1.91, atom 8 (C): -1.54, atom 9 (C): -1.73, atom 10 (C): -1.75, atom 11 (C): 2.19, atom 12 (C): -2.00, atom 13 (C): -1.49, atom 14 (C): -2.19, atom 15 (C): 2.02, atom 16 (C): -1.57, atom 17 (C): -1.57, atom 18 (C): -2.20, atom 19 (H): 0.95, atom 20 (H): 1.19, atom 21 (H): 0.24, atom 22 (H): 0.08, atom 23 (H): 0.60, atom 24 (H): 0.37, atom 25 (H): 0.44, atom 26 (H): 0.36, atom 27 (H): 0.24, atom 28 (H): 0.39, atom 29 (H): 0.45, atom 30 (H): 0.16, atom 31 (H): 0.61, atom 32 (H): 0.59, atom 33 (H): 0.26, atom 34 (H): 0.51, atom 35 (H): 0.33, atom 36 (H): 0.44, atom 37 (H): 0.43, atom 38 (H): 0.46, atom 39 (H): 0.23, atom 40 (H): 0.12, atom 41 (H): 0.54, atom 42 (H): 0.34, atom 43 (H): 0.49, atom 44 (H): 0.34, atom 45 (H): 0.29, atom 46 (H): 0.39, atom 47 (H): 0.62, atom 48 (C): -1.31, atom 49 (N): 0.81, atom 50 (C): -0.83, atom 51 (N): 0.78, atom 52 (C): -0.99, atom 53 (N): -0.86, atom 54 (C): 0.74, atom 55 (C): -0.77, atom 56 (C): -0.77, atom 57 (C): -0.94, atom 58 (C): -0.11, atom 59 (C): -0.04, atom 60 (C): 0.91, atom 61 (N): -0.36, atom 62 (N): -0.36, atom 63 (C): 0.79, atom 64 (O): -0.14, atom 65 (C): -0.26, atom 66 (C): -0.91, atom 67 (C): -0.83, atom 68 (C): -0.72, atom 69 (C): 0.96, atom 70 (C): -1.44, atom 71 (N): 1.20, atom 72 (C): -0.79, atom 73 (N): 0.44, atom 74 (C): -1.39, atom 75 (N): -0.95, atom 76 (C): 0.39, atom 77 (H): 0.54, atom 78 (H): 0.35, atom 79 (H): 0.57, atom 80 (H): 0.67, atom 81 (H): 0.51, atom 82 (H): 0.45, atom 83 (H): 0.57, atom 84 (H): 0.76, atom 85 (H): 0.58, atom 86 (H): 0.48, atom 87 (H): 0.48, atom 88 (H): 0.44, atom 89 (H): 0.34, atom 90 (H): 0.42, atom 91 (H): 0.74, atom 92 (H): 0.57, atom 93 (Cl): -0.06, atom 94 (C): 0.81, atom 95 (Cl): -0.04, atom 96 (Cl): -0.06, atom 97 (C): -0.17, atom 98 (N): -0.63